Here is 9 unconnected molecules or ions with the total composition C38H101N7O11 at a distorted geometry from the Open Molecules 2025 dataset. Energies are from the ωB97M-V functional and the def2-TZVPD basis.

Geometry as XYZ:
```
157
Properties=species:S:1:pos:R:3:mulliken_charge:R:1
C -5.3875 1.8968 -7.7089 -0.748
O -4.2282 1.9398 -6.9229 -0.275
C -3.0202 2.5764 -7.4749 -0.972
C -1.6201 2.5824 -6.7716 0.512
C -1.2997 1.2088 -6.2623 -1.363
N -1.6739 3.4971 -5.6099 -0.715
H -5.1398 1.5302 -8.7051 0.311
H -5.8410 2.8872 -7.7470 0.301
H -6.1238 1.1796 -7.3462 0.236
H -2.8803 2.1467 -8.4668 0.434
H -3.3884 3.5628 -7.7567 0.455
H -0.8459 2.9385 -7.4512 0.236
H -0.2539 1.1813 -5.9563 0.416
H -1.3060 0.4089 -7.0028 0.355
H -1.9442 0.8930 -5.4420 0.298
H -2.4700 3.3148 -5.0157 0.245
H -0.9033 3.1205 -5.0765 0.277
C -0.9976 0.8426 3.6262 -0.677
O -1.5304 1.4061 2.3771 -0.350
C -1.3795 0.4184 1.2897 -0.985
C -0.2968 0.6285 0.2204 0.720
C 1.1408 0.3440 0.6440 -1.541
N -0.3394 2.0015 -0.1919 -0.649
H -1.7184 0.1764 4.1002 0.272
H -0.7289 1.6807 4.2693 0.288
H -0.0401 0.3536 3.4472 0.246
H -1.4935 -0.5955 1.6732 0.468
H -2.2941 0.6187 0.7316 0.381
H -0.5766 -0.0531 -0.5829 0.267
H 1.5223 1.0650 1.3669 0.359
H 1.8050 0.4649 -0.2117 0.343
H 1.3614 -0.6292 1.0828 0.328
H 0.0721 2.5241 0.5682 0.279
H -1.3281 2.1897 -0.2765 0.249
C 2.3548 6.2970 -0.3795 -0.808
O 2.8147 5.6325 0.7967 -0.259
C 4.2380 5.9090 0.8982 -0.627
C 4.9121 4.8625 1.8008 0.412
C 4.0626 4.5131 3.0691 -1.334
N 6.2707 5.1972 2.1562 -0.698
H 2.8320 5.9143 -1.2817 0.344
H 2.3659 7.3821 -0.2772 0.297
H 1.3095 5.9946 -0.4435 0.255
H 4.8308 5.9158 -0.0165 0.338
H 4.4323 6.8796 1.3546 0.308
H 4.9803 3.9040 1.2863 0.246
H 4.1597 5.3678 3.7387 0.316
H 4.4907 3.6433 3.5674 0.376
H 3.0168 4.2834 2.8649 0.304
H 6.2357 6.0633 2.6746 0.268
H 6.7239 4.5039 2.7341 0.264
C 3.5449 -2.0606 4.8421 -0.758
O 2.3512 -2.7961 4.4998 -0.233
C 2.7092 -4.1958 4.1751 -0.653
C 1.5156 -4.8847 3.4254 0.588
C 0.3760 -5.1614 4.3776 -1.513
N 1.8301 -6.2031 2.8872 -0.625
H 3.3397 -0.9917 4.9019 0.222
H 4.2727 -2.1851 4.0404 0.337
H 3.8905 -2.4656 5.7933 0.296
H 3.6323 -4.1634 3.5963 0.377
H 2.8925 -4.7183 5.1140 0.246
H 1.2190 -4.3318 2.5340 0.222
H -0.0763 -4.2529 4.7752 0.342
H 0.7479 -5.6995 5.2495 0.365
H -0.4973 -5.6086 3.9028 0.389
H 1.9877 -6.9124 3.5887 0.244
H 2.6200 -6.1829 2.2580 0.153
C -4.9424 -0.1446 11.6572 -0.799
O -4.6769 0.8561 10.6570 -0.381
C -5.6777 1.8636 10.7224 -0.871
C -5.2792 2.9462 9.7401 0.549
C -5.5797 2.4963 8.3332 -1.439
N -3.8746 3.2552 9.8851 -0.732
H -4.0714 -0.7956 11.5825 0.257
H -5.9600 -0.5339 11.6260 0.303
H -4.9453 0.2823 12.6602 0.330
H -6.7259 1.5714 10.6597 0.497
H -5.6417 2.2856 11.7267 0.406
H -5.7460 3.8814 10.0496 0.346
H -5.4463 3.2578 7.5648 0.348
H -6.5058 1.9331 8.2177 0.345
H -4.9464 1.7072 7.9278 0.330
H -3.5362 3.9997 10.4778 0.258
H -3.5132 2.4426 10.3638 0.253
C -2.6311 -4.4381 -0.8037 -0.775
O -1.2798 -4.9815 -0.9684 -0.301
C -0.8091 -4.7074 -2.3270 -0.159
C 0.0834 -5.7428 -2.8002 -1.038
N 1.2834 -5.9856 -1.9693 -0.325
C 2.1988 -4.8091 -1.9685 -0.638
C 3.7151 -5.0908 -1.7979 -0.647
O 3.9929 -5.8453 -0.6448 -0.245
C 5.2950 -6.0236 -0.2536 -0.939
H -2.8785 -4.7040 0.2240 0.237
H -3.4194 -4.7673 -1.4808 0.310
H -2.5242 -3.3560 -0.8802 0.310
H -0.2194 -3.7911 -2.2988 0.214
H -1.6390 -4.5796 -3.0219 0.446
H 0.3081 -5.7223 -3.8666 0.437
H -0.4392 -6.6983 -2.7553 0.366
H 1.0053 -6.0915 -1.0041 0.294
H 1.8538 -4.0592 -1.2568 0.324
H 2.1151 -4.2952 -2.9261 0.441
H 4.2240 -4.1297 -1.7259 0.326
H 4.0930 -5.6635 -2.6449 0.357
H 5.9455 -5.1781 -0.0302 0.382
H 5.9032 -6.6013 -0.9496 0.348
H 5.3513 -6.6868 0.6097 0.278
C 7.0092 0.3629 -3.7079 -0.715
O 6.2355 -0.5657 -4.5121 -0.371
C 5.1030 -0.1040 -5.1529 -0.653
C 5.4081 0.7945 -6.4006 -0.563
N 6.1567 0.0477 -7.4075 -0.456
C 6.6228 0.9499 -8.4237 -0.281
C 7.9115 0.4351 -8.8983 -0.707
O 9.0319 0.8404 -8.1162 -0.312
C 9.3492 2.1901 -8.0781 -0.694
H 6.4039 0.7095 -2.8703 0.319
H 7.5194 1.1949 -4.1934 0.258
H 7.7969 -0.1610 -3.1666 0.285
H 4.4089 0.3027 -4.4175 0.430
H 4.6971 -1.0695 -5.4546 0.261
H 6.0190 1.6272 -6.0520 0.295
H 4.5061 1.2597 -6.7982 0.442
H 6.8628 -0.3045 -6.7770 0.340
H 6.7293 1.9751 -8.0689 0.213
H 5.7971 1.0384 -9.1296 0.310
H 7.9335 0.7157 -9.9513 0.369
H 7.8609 -0.6502 -8.9859 0.406
H 9.7695 2.5422 -9.0201 0.302
H 10.0921 2.3909 -7.3062 0.245
H 8.4911 2.8244 -7.8558 0.275
C -6.8617 2.3320 -1.3156 -1.199
C -5.8457 3.4161 -1.6516 0.435
C -5.3558 4.2024 -0.3798 -1.191
O -4.7635 2.8678 -2.3343 -0.494
H -6.5118 1.6849 -0.5113 0.267
H -6.9568 1.7200 -2.2126 0.336
H -7.8130 2.6589 -0.8959 0.367
H -6.2464 4.1105 -2.3900 0.262
H -4.9431 3.4672 0.3111 0.274
H -6.2586 4.6635 0.0206 0.383
H -4.6729 4.9823 -0.7170 0.304
H -5.0652 2.5915 -3.2028 0.252
C -6.8823 -3.6289 3.8655 -1.443
C -8.1147 -2.8172 3.3868 0.662
C -7.7354 -1.8856 2.2123 -1.233
O -9.1615 -3.6419 2.9866 -0.534
H -5.9411 -3.0804 3.8271 0.365
H -6.6418 -4.3664 3.0998 0.373
H -7.0340 -4.1118 4.8309 0.367
H -8.3625 -2.2278 4.2696 0.169
H -6.7046 -1.5314 2.2269 0.317
H -8.4292 -1.0458 2.1756 0.300
H -7.9151 -2.4470 1.2954 0.345
H -9.1962 -4.3666 3.6153 0.311
```

- Relative energy (zero: lowest compared OMol25 entry of this formula, charge and spin): 3.944 eV
- 2S+1: 1
- LUMO: 0.30 eV


Here is 12 unconnected molecules or ions with the total composition C38H103F6N10O15S2 at a distorted geometry from the Open Molecules 2025 dataset. Energies are from the ωB97M-V functional and the def2-TZVPD basis.

Geometry as XYZ:
```
174
Properties=species:S:1:pos:R:3:mulliken_charge:R:1
C -0.3917 1.9904 -1.7552 0.066
F 0.5626 2.7816 -1.2142 -0.136
F -1.5287 2.5786 -1.6170 -0.171
F -0.1333 1.7455 -3.0405 -0.193
S -0.3580 0.2742 -0.7148 0.296
O -1.7044 -0.2187 -0.7192 -0.546
O 0.5961 -0.5236 -1.4633 -0.312
N -0.0590 0.8562 0.9068 0.152
S 1.0067 -0.2049 1.3267 -0.699
O 0.6330 -1.6307 1.3893 -0.221
O 2.3000 0.0606 0.6685 -0.143
C 1.3130 0.2444 3.1876 0.195
F 1.5170 1.5618 3.3242 -0.277
F 0.2056 -0.0997 3.8733 -0.127
F 2.4217 -0.3902 3.7403 -0.080
O -2.0906 1.6622 2.1040 0.139
H -1.3805 1.2936 1.5786 0.135
H -2.7127 0.9418 2.2058 0.104
O -0.2308 3.4421 1.3474 -0.282
H 0.0600 2.5963 1.0063 0.120
H 0.2733 4.0871 0.8514 0.265
C 2.9035 5.0510 1.2600 -1.623
C 3.4147 3.6060 1.3827 2.489
C 4.5928 3.1758 0.4787 -0.741
O 4.7905 1.7167 0.6486 -0.089
C 5.8488 1.1917 -0.2393 -0.776
N 3.7140 3.3807 2.7878 -0.798
H 3.6337 5.7885 1.5932 0.382
H 1.9616 5.1859 1.7916 0.369
H 2.7920 5.3179 0.2091 0.254
H 2.5927 2.9040 1.2431 -1.076
H 5.4975 3.6358 0.8763 0.426
H 4.5032 3.5186 -0.5522 0.076
H 5.9437 0.1409 0.0343 0.170
H 6.8316 1.6630 -0.2224 0.359
H 5.6020 1.3449 -1.2899 0.263
H 4.2984 2.5722 2.9458 0.331
H 2.8586 3.3614 3.3244 0.157
C 3.9984 -4.9081 5.5405 -1.126
C 4.7796 -3.6042 5.3117 0.418
C 5.3895 -3.3930 3.9678 -0.113
O 6.4629 -4.3033 3.6557 -0.376
C 7.1209 -3.8929 2.4498 -0.311
N 3.8600 -2.5793 5.7094 -0.658
H 3.0406 -4.8041 5.0306 0.150
H 3.7638 -5.0907 6.5891 0.426
H 4.4907 -5.7908 5.1323 0.325
H 5.5897 -3.4353 6.0211 0.250
H 5.7272 -2.3578 3.9180 0.420
H 4.6168 -3.3956 3.1989 -0.211
H 7.7152 -2.9793 2.4683 0.348
H 6.4383 -3.8010 1.6050 -0.120
H 7.7685 -4.6968 2.0999 0.316
H 3.3980 -2.9358 6.5337 0.282
H 3.1704 -2.5896 4.9715 0.121
C 4.1633 -2.6345 -1.5508 -1.359
C 4.3386 -3.7182 -0.4990 1.103
C 3.0214 -4.2440 0.1018 0.046
O 3.3944 -5.2005 1.1413 -0.415
C 2.4138 -5.5302 2.1558 -0.476
N 5.1721 -4.8394 -1.0209 -0.698
H 5.0858 -2.2539 -1.9892 0.374
H 3.5299 -1.7976 -1.2568 0.153
H 3.6782 -3.1830 -2.3583 0.238
H 4.9110 -3.2511 0.3025 -0.536
H 2.4169 -4.7389 -0.6583 0.364
H 2.4577 -3.4294 0.5563 -0.158
H 1.4178 -5.7102 1.7513 0.369
H 2.3476 -4.7037 2.8634 -0.147
H 2.5988 -6.3881 2.8023 0.410
H 5.2217 -5.5551 -0.3100 0.364
H 4.6599 -5.2897 -1.7658 0.316
C 0.7662 -3.3446 -3.6323 -0.419
C 0.3402 -2.4383 -4.7372 0.650
C -0.8678 -2.9006 -5.6040 -0.250
O -0.6827 -4.2776 -6.0561 -0.353
C 0.2132 -4.5495 -7.0452 -0.720
N 0.0567 -1.1913 -4.1644 -0.098
H 1.4086 -4.1630 -3.9572 0.516
H -0.0735 -3.6919 -3.0303 -0.176
H 1.5207 -2.8666 -3.0075 -0.096
H 1.1500 -2.2330 -5.4373 0.149
H -0.9753 -2.1859 -6.4199 0.403
H -1.7582 -2.9099 -4.9754 -0.220
H 0.2314 -5.6290 -7.1955 0.243
H 1.1909 -4.1716 -6.7463 0.299
H -0.0526 -3.9956 -7.9456 0.285
H -0.8899 -1.0409 -3.8458 -0.196
H 0.6609 -0.9575 -3.3896 0.127
C 3.7210 3.9898 -3.7196 -1.356
C 2.7858 4.8520 -4.5796 0.620
C 1.2654 4.7952 -4.2462 0.155
O 0.5719 5.3407 -5.3506 -0.417
C 0.1330 4.4919 -6.3903 -0.608
N 3.2671 6.2561 -4.4188 -0.755
H 3.6403 4.3566 -2.6963 0.236
H 4.7760 3.9616 -3.9923 0.440
H 3.3197 2.9764 -3.7324 0.257
H 2.8812 4.4905 -5.6034 0.055
H 0.9498 5.3068 -3.3369 0.314
H 1.0846 3.7238 -4.1588 -0.205
H -0.5016 3.7115 -5.9702 0.185
H 0.9173 4.0458 -7.0018 0.281
H -0.5953 5.0343 -6.9932 0.286
H 2.8522 6.7460 -5.1985 0.273
H 4.2609 6.3094 -4.5913 0.249
C -4.9771 1.2079 -1.3373 -0.542
C -5.3332 2.6769 -0.9085 0.124
C -6.7174 3.0622 -1.5890 -0.947
O -7.1593 4.3020 -1.1398 -0.407
C -6.6549 5.4701 -1.7956 -0.693
N -5.3970 2.7956 0.5203 -0.358
H -4.9826 1.0735 -2.4190 0.173
H -5.6413 0.5046 -0.8351 0.403
H -3.9674 0.9844 -0.9927 -0.175
H -4.6050 3.3387 -1.3772 0.124
H -7.3880 2.2092 -1.4848 0.436
H -6.5735 3.1249 -2.6676 0.403
H -7.1585 6.3363 -1.3664 0.273
H -6.9407 5.5055 -2.8469 0.322
H -5.5826 5.6006 -1.6499 0.279
H -6.1654 2.1840 0.7560 0.295
H -5.8904 3.6464 0.7499 0.342
C -1.1353 2.3144 6.3878 -1.665
C -1.7718 2.4190 4.9466 2.230
C -3.0747 3.1639 5.0469 -0.991
O -3.3688 3.5978 3.7109 -0.101
C -4.6668 4.2352 3.6669 -0.854
N -0.7953 3.1237 4.1570 0.258
H -0.1379 1.8804 6.4569 0.432
H -1.7458 1.6242 6.9702 0.420
H -0.9874 3.2663 6.8979 0.524
H -1.8919 1.4154 4.5385 -1.011
H -2.9183 3.9534 5.7821 0.428
H -3.8492 2.5435 5.4979 0.391
H -4.9302 4.6316 2.6863 0.141
H -4.8270 5.0523 4.3702 0.362
H -5.4720 3.5231 3.8474 0.356
H -0.0763 2.4363 3.9817 -0.258
H -0.2544 3.7343 4.7526 0.431
C -4.2268 -1.3315 1.3736 -0.995
C -3.8380 -1.4643 2.8797 -0.482
C -2.3462 -1.8346 3.0969 0.506
O -2.2337 -3.2645 3.3499 -0.547
C -0.8499 -3.6229 3.4224 -0.419
N -4.1983 -0.2507 3.5279 -0.439
H -3.7280 -0.4484 0.9741 -0.065
H -5.3050 -1.2372 1.2443 0.569
H -3.9510 -2.2940 0.9427 0.167
H -4.4335 -2.2648 3.3186 0.608
H -1.9781 -1.2495 3.9397 0.066
H -1.7366 -1.6235 2.2183 -0.194
H -0.3856 -3.6076 2.4363 0.113
H -0.6637 -4.5558 3.9546 0.406
H -0.3441 -2.8892 4.0501 0.169
H -5.1764 -0.0426 3.3864 0.240
H -4.1098 -0.4092 4.5215 0.300
C -2.9324 -4.0094 -2.3272 -1.010
C -4.2925 -3.2367 -2.2210 0.315
C -4.3088 -1.8192 -2.7318 0.775
O -3.4997 -1.7170 -3.9042 -0.312
C -3.0555 -0.3767 -4.1447 -0.785
N -5.2464 -4.1239 -2.9432 -0.840
H -3.0849 -5.0345 -1.9893 0.477
H -2.0996 -3.6101 -1.7482 0.122
H -2.6619 -4.0927 -3.3798 0.115
H -4.5265 -3.3158 -1.1594 0.174
H -3.8514 -1.2348 -1.9334 -0.646
H -5.3333 -1.5285 -2.9642 0.303
H -3.9120 0.2703 -4.3342 0.379
H -2.3622 -0.4360 -4.9838 0.419
H -2.6121 0.0426 -3.2416 0.100
H -6.2027 -4.0238 -2.6340 0.243
H -5.2818 -3.7206 -3.8685 0.319
```

- 2S+1: 2
- <S²>: 0.75
- LUMO (spin up / spin down): -0.33 / -4.88 eV